{"formula": "C27H35BEuF4N4P2", "method": "wB97M-V/def2-TZVPD", "homo_ha": [-0.1825, -0.2550], "lumo_energy_ev": [-1.2, -1.0], "spin_multiplicity": 8, "s2": 15.77, "gap_ha": [0.1395, 0.2194], "species": ["Eu", "C", "C", "C", "C", "C", "C", "C", "C", "C", "H", "H", "H", "H", "H", "H", "H", "H", "H", "H", "H", "H", "H", "H", "H", "P", "P", "N", "N", "N", "N", "C", "C", "C", "C", "C", "C", "C", "C", "C", "C", "C", "C", "C", "C", "C", "C", "C", "C", "H", "H", "H", "H", "H", "H", "H", "H", "H", "H", "H", "H", "H", "H", "H", "H", "H", "H", "H", "H", "F", "B", "F", "F", "F"], "positions_angstrom": [[-3.5739, -0.5538, -3.9957], [-4.3726, -0.6262, -6.2892], [-3.0831, -0.1691, -6.3679], [-2.6521, 1.2696, -6.5279], [-3.5336, 2.3083, -5.7837], [-3.9954, 1.8654, -4.4274], [-5.2063, 1.3072, -4.0885], [-6.1984, 0.6255, -4.9809], [-5.6532, 0.1773, -6.3670], [-1.4952, 1.4948, 0.8600], [-4.5449, -1.7219, -6.2342], [-2.2544, -0.9018, -6.4171], [-2.6178, 1.5677, -7.5943], [-1.6187, 1.3612, -6.1354], [-2.9282, 3.2145, -5.6180], [-4.3761, 2.6174, -6.4201], [-3.4023, 2.2865, -3.6020], [-5.6087, 1.5519, -3.0963], [-7.0748, 1.2690, -5.1541], [-6.5980, -0.2654, -4.4524], [-6.4208, -0.4895, -6.7942], [-5.5984, 1.0366, -7.0554], [-1.9895, 0.5180, 0.7416], [-2.1861, 2.2315, 1.3088], [-0.5910, 1.3699, 1.4765], [-1.0280, 2.2391, -0.7215], [1.0991, -0.2495, -2.2109], [-2.7265, 2.7646, -1.0208], [-0.2539, 3.6694, -0.2357], [-0.1559, -1.2576, -2.9005], [2.3593, -0.8120, -3.2715], [-0.6048, 2.0440, -2.5151], [0.6623, 1.3434, -3.0398], [-3.8667, 2.0509, -0.6469], [-4.9551, 2.9009, -0.7263], [-4.4837, 4.1427, -1.2601], [-3.1198, 4.0251, -1.4530], [-0.2882, 4.1650, 1.0776], [0.3444, 5.3858, 1.1023], [0.7857, 5.6758, -0.2273], [0.4036, 4.6185, -1.0342], [-0.5594, -2.4410, -2.2723], [-1.3848, -3.1641, -3.1133], [-1.4527, -2.4539, -4.3540], [-0.7214, -1.2676, -4.1800], [2.3403, -1.0081, -4.6591], [3.3961, -1.8374, -5.0108], [4.1236, -2.1316, -3.8059], [3.4714, -1.5048, -2.7662], [-0.5643, 3.0954, -2.8498], [-1.5185, 1.6090, -2.9752], [0.5287, 1.1934, -4.1201], [1.5259, 2.0223, -2.9296], [-3.8048, 1.0358, -0.2831], [-5.9597, 2.6761, -0.4021], [-5.0735, 5.0214, -1.4756], [-2.3809, 4.7146, -1.8415], [-0.7342, 3.5982, 1.8788], [0.4714, 6.0030, 1.9779], [1.3189, 6.5511, -0.5674], [0.5696, 4.4241, -2.0840], [-0.2525, -2.6285, -1.2612], [-1.8657, -4.1178, -2.9060], [-1.8973, -2.7918, -5.2892], [-0.4150, -0.5359, -4.9149], [1.5999, -0.5207, -5.2775], [3.6184, -2.1971, -6.0069], [5.0258, -2.7258, -3.7380], [3.6831, -1.4432, -1.7079], [0.7799, -0.4209, 0.4663], [-0.1068, -1.5027, 0.9233], [-1.3364, -1.3719, 0.1948], [0.5192, -2.7216, 0.5781], [-0.3334, -1.3667, 2.2879]], "lowdin_spin": [5.587, 0.039, 0.049, 0.008, 0.017, 0.091, 0.111, 0.019, 0.007, 0.156, 0.012, 0.003, 0.000, 0.001, 0.003, 0.001, 0.011, 0.012, 0.002, 0.005, 0.001, 0.001, 0.001, 0.024, 0.000, 0.407, 0.033, 0.011, 0.021, 0.007, 0.006, 0.190, 0.011, 0.006, 0.003, 0.002, 0.001, 0.013, 0.013, 0.013, 0.015, 0.005, 0.002, 0.000, 0.002, 0.001, 0.001, 0.000, 0.001, 0.025, 0.011, 0.002, 0.001, 0.001, 0.000, 0.000, 0.001, 0.003, 0.001, 0.001, 0.005, 0.000, 0.000, 0.001, 0.001, 0.000, 0.000, 0.000, 0.000, 0.014, 0.004, 0.003, 0.000, 0.001]}